Record 1
The following is a quantum chemistry calculation of a structure of composition C17H12BaClN2O3S3, from the OMol25 dataset.

```
! wB97M-V def2-TZVPD RIJCOSX def2/J DEFGRID3
* xyz -1 1
Ba 1.460 -2.422 -1.749
S 0.836 -1.615 1.170
C 0.794 0.133 1.284
C 0.384 0.662 2.515
C 0.256 2.020 2.754
C -0.236 2.474 4.022
N -0.639 2.815 5.045
C 0.574 2.918 1.723
C 1.002 2.414 0.508
C 1.117 1.041 0.238
S 1.632 0.615 -1.373
C 0.416 4.334 1.891
N 0.294 5.471 2.023
H 0.135 -0.033 3.307
H 1.246 3.103 -0.290
Cl 6.003 -2.716 -0.297
C 5.526 -3.974 -1.479
C 4.077 -3.752 -1.908
O 3.196 -4.414 -1.306
O 3.864 -2.913 -2.819
H 5.636 -4.934 -0.985
H 6.194 -3.882 -2.330
C -3.760 -1.957 -1.724
S -2.203 -1.959 -0.822
O -1.199 -2.347 -1.889
C -2.163 -0.211 -0.499
C -2.463 0.195 0.790
C -2.573 1.552 1.062
C -2.315 2.478 0.064
C -1.958 2.057 -1.214
C -1.891 0.706 -1.506
H -3.668 -1.308 -2.593
H -4.536 -1.593 -1.052
H -3.968 -2.982 -2.028
H -2.596 -0.540 1.575
H -2.815 1.883 2.063
H -2.360 3.536 0.291
H -1.709 2.783 -1.975
H -1.588 0.364 -2.487
*
```

Properties
orbital gap	0.2207	hartree
energy	-2670.7089	Ha
HOMO level	-4.1	eV
ΔE to the lowest compared entry with this formula, charge and spin	0.0	kJ/mol
LUMO level	1.868	eV

Record 2
The following is a quantum chemistry calculation of an isolated molecule of C3H2N2O at a distorted geometry, from the OMol25 dataset.

```
! wB97M-V def2-TZVPD RIJCOSX def2/J DEFGRID3
* xyz 0 1
O -1.213 -0.790 0.301
C -0.119 -0.304 -0.394
C -0.152 1.178 -0.499
N -0.185 2.333 -0.528
C 1.951 -0.668 1.083
N 1.112 -0.641 0.263
H -1.247 -0.356 1.168
H -0.147 -0.752 -1.393
*
```

Properties
orbital gap	0.4575	hartree
energy	-300.1938	Ha
HOMO level	-12.1	eV
ΔE to the lowest compared entry with this formula, charge and spin	98.7	kJ/mol
LUMO level	0.391	eV

Record 3
The following is a quantum chemistry calculation of a cluster of 3 separate species, C16H31Br3N2O9PS2 in total at a distorted geometry, from the OMol25 dataset.

```
! wB97M-V def2-TZVPD RIJCOSX def2/J DEFGRID3
* xyz 1 1
C 0.881 2.224 2.221
C 1.461 2.811 3.601
O 1.288 4.251 3.516
C 2.959 2.367 3.911
O 3.055 1.192 4.806
C 2.801 0.080 3.988
C 1.460 -0.605 4.039
N 0.965 -1.688 3.341
N 1.895 -2.100 2.489
C 3.182 -1.670 2.257
C 4.110 -2.343 1.162
Br 4.586 -1.011 -0.266
C 3.526 -3.613 0.416
C 2.320 -3.225 -0.595
Br 5.021 -4.329 -0.725
C 3.808 -0.518 3.016
P 5.547 0.189 2.865
O 6.685 -1.049 2.518
Br 6.271 0.955 4.902
H 1.634 1.477 1.785
H -0.021 1.587 2.504
H 0.618 3.022 1.469
H 0.834 2.458 4.491
H 2.177 4.658 3.524
H 3.518 3.220 4.417
H 3.494 2.193 2.918
H 0.709 -0.161 4.775
H 1.563 -2.893 1.909
H 5.041 -2.697 1.726
H 3.252 -4.458 1.116
H 1.935 -2.166 -0.411
H 1.435 -3.918 -0.368
H 2.593 -3.385 -1.678
H 6.658 -1.622 3.323
O -1.996 1.617 0.325
S -2.232 0.202 0.393
O -2.046 -0.657 -0.748
O -3.702 -0.057 1.008
C -4.832 0.544 0.358
C -5.175 -0.151 -0.945
C -1.304 -0.471 1.741
H -4.658 1.612 0.201
H -5.674 0.451 1.046
H -4.382 -0.023 -1.682
H -6.094 0.257 -1.370
H -5.301 -1.225 -0.787
H -1.460 0.145 2.624
H -0.254 -0.458 1.454
H -1.627 -1.497 1.917
O -4.422 -0.944 -5.797
S -3.673 -0.052 -4.955
O -4.302 1.037 -4.254
O -2.416 0.527 -5.791
C -2.676 1.201 -7.027
C -3.263 2.583 -6.806
C -2.751 -1.002 -3.783
H -3.324 0.593 -7.664
H -1.717 1.298 -7.539
H -4.254 2.524 -6.353
H -3.360 3.117 -7.753
H -2.633 3.166 -6.130
H -2.238 -1.809 -4.304
H -3.457 -1.409 -3.061
H -2.041 -0.349 -3.278
*
```

Properties
orbital gap	0.2439	hartree
energy	-10274.3003	Ha
HOMO level	-12.1	eV
ΔE to the lowest compared entry with this formula, charge and spin	226.1	kJ/mol
LUMO level	-5.495	eV

Record 4
The following is a quantum chemistry calculation of a cluster of 2 separate species, C3H8O2 in total at a distorted geometry, from the OMol25 dataset.

```
! wB97M-V def2-TZVPD RIJCOSX def2/J DEFGRID3
* xyz 0 1
C -1.210 0.604 -0.776
C 0.019 0.161 -0.954
C 1.286 0.791 -0.543
O 1.931 0.096 0.548
H -2.097 0.010 -0.973
H -1.507 1.576 -0.389
H 0.154 -0.849 -1.346
H 2.057 0.786 -1.311
H 1.117 1.813 -0.179
H 1.266 -0.235 1.143
O -0.813 -1.694 1.929
H -0.841 -2.162 1.106
H -1.361 -0.897 1.747
*
```

Properties
orbital gap	0.4045	hartree
energy	-269.5398	Ha
HOMO level	-10.3	eV
SMILES	C=CCO.O
ΔE to the lowest compared entry with this formula, charge and spin	144.7	kJ/mol
LUMO level	0.754	eV

Record 5
The following is a quantum chemistry calculation of a structure of composition C51H36FeN4O5S4 at a distorted geometry, from the OMol25 dataset.

```
! wB97M-V def2-TZVPD RIJCOSX def2/J DEFGRID3
* xyz -2 5
Fe 0.764 0.494 0.319
C -1.416 7.169 -6.610
O -2.205 6.098 -6.150
C -1.685 5.342 -5.126
C -0.488 5.629 -4.480
C -0.043 4.788 -3.462
C -0.765 3.668 -3.077
C -1.971 3.412 -3.725
C -2.432 4.238 -4.737
C -0.231 2.753 -2.027
C 0.552 1.686 -2.455
C 0.987 1.482 -3.801
C 2.016 0.592 -3.743
C 2.193 0.242 -2.354
N 1.261 0.865 -1.602
C 3.242 -0.596 -1.893
C 3.257 -1.145 -0.593
C 4.147 -2.178 -0.123
C 3.740 -2.511 1.133
C 2.653 -1.645 1.462
C 2.006 -1.603 2.698
C 2.392 -2.617 3.719
C 3.651 -2.594 4.320
C 4.024 -3.559 5.242
C 3.136 -4.569 5.589
O 3.561 -5.464 6.551
C 3.139 -6.805 6.402
C 1.875 -4.600 5.016
C 1.516 -3.627 4.089
C 1.130 -0.602 3.103
N 0.751 0.484 2.343
C 0.256 1.414 3.204
C -0.091 2.734 2.842
C -0.144 3.806 3.862
C -0.881 3.738 5.054
C -0.825 4.732 6.016
C -0.041 5.858 5.816
O -0.030 6.790 6.831
C 0.893 7.844 6.705
C 0.658 5.990 4.623
C 0.601 4.974 3.675
C -0.267 3.122 1.488
C -0.984 4.313 1.100
C -1.077 4.297 -0.256
C -0.403 3.118 -0.701
N 0.088 2.423 0.390
C 0.260 0.875 4.545
C 0.778 -0.379 4.472
N 2.387 -0.813 0.397
C 4.427 -0.748 -2.775
C 5.059 0.390 -3.286
C 6.207 0.321 -4.071
C 6.765 -0.917 -4.364
O 7.903 -1.097 -5.119
C 8.581 0.067 -5.523
C 6.153 -2.064 -3.887
C 5.001 -1.978 -3.119
H -1.960 7.621 -7.435
H -0.440 6.826 -6.967
H -1.260 7.922 -5.832
H 0.109 6.486 -4.759
H 0.887 5.008 -2.953
H -2.554 2.549 -3.422
H -3.370 4.039 -5.242
H 0.582 1.971 -4.675
H 2.592 0.186 -4.561
H 4.962 -2.620 -0.672
H 4.153 -3.277 1.772
H 4.342 -1.804 4.052
H 5.001 -3.545 5.711
H 3.406 -7.321 7.322
H 3.649 -7.283 5.560
H 2.063 -6.896 6.253
H 1.162 -5.371 5.275
H 0.530 -3.653 3.640
H -1.549 2.902 5.213
H -1.401 4.654 6.932
H 0.856 8.402 7.638
H 0.637 8.514 5.878
H 1.910 7.471 6.549
H 1.260 6.865 4.419
H 1.169 5.083 2.759
H -1.410 5.033 1.782
H -1.581 5.003 -0.900
H -0.088 1.368 5.434
H 0.946 -1.071 5.282
H 4.642 1.360 -3.046
H 6.651 1.241 -4.426
H 9.472 -0.261 -6.053
H 8.879 0.680 -4.667
H 7.972 0.681 -6.195
H 6.585 -3.028 -4.132
H 4.513 -2.892 -2.806
O -5.266 -3.932 0.323
C -4.311 -3.186 0.264
S -2.645 -3.735 0.092
C -1.859 -2.155 0.048
C -2.714 -1.046 0.177
S -2.218 0.544 0.194
S -4.433 -1.429 0.335
S -0.200 -2.090 -0.138
*
```

Properties
orbital gap (alpha / beta)	0.1297 / 0.1829	hartree
energy	-5416.8177	Ha
HOMO level (alpha / beta)	0.1 / -1.3	eV
expectation value of S²	6.13
LUMO level (alpha / beta)	3.636 / 3.636	eV

Record 6
The following is a quantum chemistry calculation of a structure of composition C25H40GeO3OsSe2Si, from the OMol25 dataset.

```
! wB97M-V def2-TZVPD RIJCOSX def2/J DEFGRID3
* xyz 0 1
Os -0.059 0.187 0.241
C 0.687 -2.470 3.091
Se -0.623 -1.588 1.947
C -1.429 -0.512 3.388
C -2.876 -0.160 3.118
Se -3.140 0.678 1.361
C -4.884 1.452 1.757
H 1.354 -1.756 3.564
H 1.262 -3.152 2.470
H 0.126 -3.031 3.835
H -0.815 0.385 3.475
H -1.346 -1.101 4.303
H -3.209 0.556 3.870
H -3.508 -1.047 3.177
H -5.632 0.673 1.879
H -5.151 2.082 0.912
H -4.823 2.066 2.653
C -3.405 -4.368 -4.052
O -3.012 -3.253 -4.832
C -2.403 -2.229 -4.197
C -2.045 -1.147 -5.046
C -1.426 -0.066 -4.512
C -1.122 0.039 -3.123
C -0.613 1.241 -2.582
C -0.214 2.426 -3.419
O -0.482 1.463 -1.341
C -1.451 -1.087 -2.273
O -1.141 -1.175 -1.046
C -2.124 -2.200 -2.860
H -3.891 -5.057 -4.737
H -4.106 -4.070 -3.269
H -2.537 -4.853 -3.598
H -2.289 -1.210 -6.096
H -1.181 0.753 -5.170
H -0.523 2.395 -4.456
H 0.877 2.474 -3.381
H -0.590 3.331 -2.944
H -2.357 -3.019 -2.197
C 2.657 0.244 -1.951
Si 1.909 -0.782 -0.532
C 1.599 -2.508 -1.284
C 3.363 -1.093 0.661
C 3.290 -0.870 2.032
C 4.348 -1.160 2.882
C 5.524 -1.679 2.366
C 5.630 -1.901 0.999
C 4.561 -1.614 0.165
H 3.580 -0.205 -2.324
H 2.881 1.266 -1.639
H 1.959 0.285 -2.790
H 2.528 -2.959 -1.641
H 0.906 -2.456 -2.123
H 1.164 -3.186 -0.545
H 2.378 -0.434 2.426
H 4.261 -0.978 3.947
H 6.355 -1.907 3.022
H 6.547 -2.301 0.585
H 4.666 -1.803 -0.898
C 2.521 2.081 3.893
Ge 2.185 2.575 2.012
C 3.846 2.503 0.965
C 1.606 4.458 2.051
C 0.658 1.618 1.216
H 3.132 2.861 4.348
H 3.057 1.138 3.982
H 1.592 2.013 4.459
H 4.596 3.131 1.447
H 3.675 2.891 -0.039
H 4.241 1.491 0.885
H 2.379 5.089 2.492
H 0.695 4.572 2.640
H 1.403 4.821 1.043
H -0.174 2.355 1.339
*
```

Properties
orbital gap	0.2601	hartree
energy	-8462.2275	Ha
HOMO level	-6.9	eV
ΔE to the lowest compared entry with this formula, charge and spin	150.7	kJ/mol
LUMO level	0.196	eV

Record 7
The following is a quantum chemistry calculation of a cluster of 6 separate species, C18H51O21P3S3 in total at a distorted geometry, from the OMol25 dataset.

```
! wB97M-V def2-TZVPD RIJCOSX def2/J DEFGRID3
* xyz 1 2
O 1.010 -0.298 -4.708
S 1.820 0.582 -3.876
O 1.931 0.268 -2.457
O 3.342 0.827 -4.534
C 3.523 0.661 -5.941
C 4.320 1.754 -6.513
C 1.264 2.307 -4.135
H 2.612 0.437 -6.495
H 4.040 -0.286 -6.099
H 5.203 2.010 -5.928
H 3.807 2.716 -6.541
H 4.440 1.491 -7.564
H 1.884 2.889 -3.453
H 0.201 2.301 -3.898
H 1.517 2.543 -5.169
O -3.427 -0.283 -0.332
S -2.284 0.444 -0.942
O -2.362 1.377 -2.108
O -1.412 1.218 0.385
C -1.091 0.485 1.616
C 0.441 0.721 1.863
C -0.904 -0.778 -1.392
H -1.189 -0.600 1.587
H -1.564 1.050 2.420
H 1.000 0.577 0.938
H 0.877 -0.009 2.545
H 0.693 1.715 2.233
H -0.598 -0.555 -2.414
H -1.366 -1.759 -1.277
H -0.020 -0.701 -0.759
O 1.377 6.688 6.285
S 2.236 6.886 5.132
O 3.200 7.994 5.021
O 3.027 5.429 4.825
C 2.461 4.285 5.341
C 2.116 3.347 4.174
C 1.274 6.979 3.535
H 1.506 4.245 5.867
H 3.200 3.733 5.921
H 3.008 3.127 3.587
H 1.501 3.931 3.489
H 1.661 2.433 4.557
H 1.923 6.874 2.666
H 0.869 7.989 3.606
H 0.592 6.133 3.615
C -1.825 -1.105 8.217
O -1.566 -0.182 7.257
P -0.108 0.494 7.020
O 0.040 1.283 5.786
O 0.223 1.307 8.357
C 1.528 1.295 8.774
O 0.874 -0.715 7.031
C 1.253 -1.329 5.762
H -1.067 -1.527 8.877
H -2.420 -1.932 7.830
H -2.456 -0.554 8.914
H 2.264 1.004 8.024
H 1.751 0.731 9.680
H 1.808 2.300 9.088
H 0.758 -2.246 5.441
H 2.321 -1.545 5.788
H 0.999 -0.635 4.961
C -1.392 -4.100 1.358
O -2.063 -5.238 0.766
P -1.749 -6.668 1.484
O -0.307 -6.882 1.534
O -2.290 -6.357 2.971
C -3.690 -6.097 3.240
O -2.701 -7.855 0.938
C -2.318 -8.564 -0.311
H -0.988 -3.548 0.510
H -0.429 -4.316 1.819
H -2.002 -3.471 2.007
H -3.890 -6.458 4.249
H -4.361 -6.609 2.550
H -3.915 -5.037 3.122
H -2.552 -9.611 -0.119
H -1.322 -8.350 -0.700
H -3.086 -8.320 -1.044
C -1.768 0.737 -5.980
O -0.849 0.618 -7.062
P -1.587 0.214 -8.471
O -2.195 -1.124 -8.360
O -2.580 1.403 -8.985
C -2.796 1.516 -10.362
O -0.356 0.307 -9.539
C 0.658 -0.659 -9.454
H -2.799 0.546 -6.277
H -1.639 1.804 -5.801
H -1.497 0.332 -5.005
H -3.502 2.326 -10.542
H -3.119 0.588 -10.834
H -1.914 1.728 -10.967
H 0.570 -1.649 -9.005
H 1.365 -0.242 -8.738
H 1.028 -0.784 -10.472
*
```

Properties
orbital gap (alpha / beta)	0.2956 / 0.0902	hartree
energy	-4514.7700	Ha
HOMO level (alpha / beta)	-12.2 / -12.2	eV
expectation value of S²	0.76
LUMO level (alpha / beta)	-4.112 / -9.702	eV

Record 8
The following is a quantum chemistry calculation of a structure of composition C23H45Cl3N2O3PSiSm at a distorted geometry, from the OMol25 dataset.

```
! wB97M-V def2-TZVPD RIJCOSX def2/J DEFGRID3
* xyz 0 6
C 2.814 -2.637 -2.739
C 2.221 -1.829 -3.850
H 2.424 -3.658 -2.820
H 2.563 -2.256 -1.744
H 3.913 -2.678 -2.820
C 2.100 -2.275 -5.110
C 2.442 -3.642 -5.545
H 1.746 -1.615 -5.886
H 2.033 -4.413 -4.882
H 3.522 -3.818 -5.610
H 2.008 -3.826 -6.535
Sm 1.079 -0.285 2.252
Cl 1.981 0.695 4.390
Cl 2.675 0.728 0.383
C 0.251 2.882 1.892
O -0.223 1.717 2.091
N -0.468 3.869 1.384
C -1.904 3.696 1.147
C 0.151 5.058 0.800
H 1.303 3.097 2.134
H -2.397 3.283 2.032
H -2.089 3.034 0.298
H -2.301 4.686 0.916
H 1.041 5.356 1.372
H -0.598 5.856 0.823
H 0.434 4.895 -0.254
H -0.480 -5.169 3.635
H -0.024 -3.521 1.037
C -1.501 -4.882 3.319
C -1.114 -3.730 1.137
N -1.468 -3.633 2.562
H -2.128 -4.775 4.210
C -1.390 -2.487 3.231
O -0.876 -1.416 2.786
H -1.652 -2.987 0.537
H -1.813 -2.524 4.260
H -1.899 -5.670 2.676
H -1.296 -4.747 0.801
O 0.775 -0.609 -2.428
C 1.737 -0.458 -3.472
C 0.101 0.157 -5.361
C 1.263 0.433 -4.625
H -0.477 -0.733 -5.110
C -0.285 1.014 -6.399
H 2.618 0.056 -3.050
C 2.088 1.509 -4.976
H -1.193 0.794 -6.961
C 0.527 2.106 -6.738
C 1.727 2.336 -6.052
H 3.019 1.642 -4.419
H 0.252 2.749 -7.572
H 2.428 3.116 -6.361
Si -0.520 0.271 -1.869
Cl 1.998 -2.823 1.503
C -2.041 -0.091 -2.847
C -0.157 2.110 -1.981
C -0.717 -0.233 -0.108
H -2.002 0.345 -3.854
H -2.895 0.349 -2.311
H -2.189 -1.172 -2.955
H -0.717 -1.327 0.048
H -1.563 0.227 0.430
H 0.253 0.230 0.220
H 0.094 2.393 -3.010
H 0.694 2.389 -1.348
H -1.036 2.696 -1.693
C -2.483 0.108 7.172
P -0.977 0.168 6.117
C -1.116 1.961 5.736
C 0.213 0.190 7.516
H -3.369 0.342 6.572
H -2.362 0.854 7.968
H -2.599 -0.889 7.610
H -1.437 2.510 6.628
H -0.172 2.350 5.345
H -1.886 2.058 4.961
H -0.180 0.809 8.328
H 0.313 -0.845 7.860
H 1.193 0.530 7.176
*
```

Properties
orbital gap (alpha / beta)	0.2976 / 0.3188	hartree
energy	-3908.2577	Ha
HOMO level (alpha / beta)	-8.4 / -8.4	eV
expectation value of S²	8.76
ΔE to the lowest compared entry with this formula, charge and spin	0.0	kJ/mol
LUMO level (alpha / beta)	-0.285 / 0.291	eV